Below is a structure of composition C30H75BCdF4N5 at a distorted geometry, with properties calculated with ωB97M-V/def2-TZVPD.

Values from the calculation:
expectation value of S²: 0.75
HOMO-LUMO gap (spin up / spin down): 6.968 / 7.726 eV
electronic energy: -55888.947 eV
highest occupied orbital energy (spin up / spin down): -6.4 / -8.0 eV
multiplicity: 2
largest force on an atom: 7.011 eV/A

Each line ends with the Löwdin charge.
Cartesian coordinates (Å):
1 Cd 1.436455 -0.536709 -1.593706  1.29
2 B 0.826415 0.366231 0.394034  -1.62
3 F 1.336625 -0.881739 0.488394  0.09
4 F -0.245515 0.229381 -0.422386  0.07
5 F 0.518265 0.917161 1.614364  0.19
6 F 1.731165 1.056111 -0.332516  0.09
7 C 8.500215 1.232931 0.278374  -0.11
8 C 8.349535 2.658371 -0.011106  -0.28
9 N 7.027445 3.047421 -0.531616  -0.17
10 C 7.057355 4.389631 -1.047106  -0.25
11 C 7.689515 4.496451 -2.466446  -0.07
12 C 6.037305 2.812091 0.536674  -0.26
13 C 4.633215 3.167171 0.162314  -0.11
14 H 7.868385 0.895401 1.099934  0.06
15 H 9.529545 0.953801 0.503464  0.08
16 H 8.249365 0.685361 -0.630106  0.08
17 H 8.540555 3.245601 0.887094  0.12
18 H 9.114205 2.827681 -0.769206  0.11
19 H 6.013635 4.698671 -1.104136  0.10
20 H 7.536435 5.075811 -0.348726  0.11
21 H 7.231795 3.824191 -3.192166  0.06
22 H 7.548445 5.486891 -2.899146  0.07
23 H 8.748665 4.239171 -2.476056  0.06
24 H 6.248015 3.247421 1.513494  0.12
25 H 5.919265 1.753241 0.766914  0.09
26 H 4.383025 4.201861 0.396694  0.08
27 H 3.945275 2.529141 0.717074  0.07
28 H 4.435715 3.033401 -0.901266  0.07
29 C -2.814215 2.478571 1.069484  -0.09
30 C -4.267655 2.746591 0.746024  -0.26
31 N -5.094975 3.173401 1.920734  -0.18
32 C -4.662505 4.412871 2.579524  -0.24
33 C -4.678295 5.712361 1.746494  -0.08
34 C -6.530515 3.158141 1.642454  -0.26
35 C -7.317355 3.076061 2.943204  -0.10
36 H -2.774615 2.011821 2.053694  0.08
37 H -2.382985 3.453311 1.297564  0.06
38 H -2.259825 2.043971 0.237684  0.07
39 H -4.343475 3.431741 -0.098326  0.11
40 H -4.588285 1.794321 0.323554  0.09
41 H -5.247915 4.507771 3.494064  0.10
42 H -3.666255 4.198541 2.966374  0.10
43 H -4.307605 6.549021 2.338684  0.07
44 H -4.048175 5.618751 0.862024  0.06
45 H -5.668685 6.001261 1.394704  0.06
46 H -6.754715 2.264931 1.059354  0.11
47 H -6.807915 3.981811 0.984634  0.10
48 H -7.325545 3.948981 3.595924  0.06
49 H -6.919435 2.279261 3.571594  0.08
50 H -8.372945 2.903801 2.733084  0.07
51 C -1.029125 -0.925449 3.727754  -0.06
52 C -1.064955 -1.860309 2.478734  -0.26
53 N -1.839115 -3.077809 2.612534  -0.15
54 C -1.592195 -3.938229 1.395624  -0.20
55 C -0.215655 -4.704309 1.513644  -0.09
56 C -3.247335 -2.722969 2.662164  -0.28
57 C -4.192915 -3.888279 2.921704  -0.08
58 H -1.985355 -0.415449 3.844494  0.06
59 H -0.215935 -0.199769 3.741904  0.06
60 H -0.866855 -1.539539 4.613564  0.07
61 H -1.380395 -1.330509 1.579894  0.09
62 H -0.032665 -2.102299 2.225924  0.09
63 H -1.412145 -3.450589 0.437564  0.10
64 H -2.328895 -4.732579 1.275704  0.10
65 H -0.145395 -5.468949 2.287264  0.06
66 H 0.556095 -3.966599 1.733374  0.05
67 H 0.063875 -5.216399 0.592934  0.06
68 H -3.322735 -2.009719 3.482944  0.10
69 H -3.544755 -2.136909 1.792574  0.10
70 H -3.775635 -4.526669 3.700444  0.08
71 H -5.172195 -3.511509 3.216914  0.07
72 H -4.202735 -4.527399 2.038794  0.05
73 C 4.309275 0.879331 -3.048596  -0.07
74 C 4.089755 -0.654579 -2.944816  -0.31
75 N 3.486365 -1.128549 -1.717936  -0.32
76 C 4.229135 -0.628419 -0.566436  -0.28
77 C 5.632875 -1.100349 -0.476326  -0.06
78 C 3.461195 -2.612339 -1.873786  -0.27
79 C 2.767435 -3.318129 -0.725376  -0.10
80 H 4.741815 1.007681 -4.040826  0.08
81 H 5.066005 1.144771 -2.310346  0.05
82 H 3.447535 1.530651 -2.902716  0.07
83 H 3.440805 -0.840609 -3.800586  0.09
84 H 4.980575 -1.207779 -3.242326  0.12
85 H 4.170905 0.458621 -0.511126  0.09
86 H 3.724985 -0.878329 0.367094  0.12
87 H 6.189995 -0.640329 0.339814  0.07
88 H 5.554915 -2.178219 -0.334096  0.08
89 H 6.245185 -0.852409 -1.343336  0.08
90 H 4.441145 -3.064879 -2.025476  0.12
91 H 2.922375 -2.750259 -2.811196  0.10
92 H 2.637425 -4.364159 -1.002886  0.08
93 H 1.740185 -2.973999 -0.605226  0.03
94 H 3.269315 -3.366709 0.240984  0.09
95 C -7.004595 -2.318809 -2.637306  -0.09
96 C -5.697215 -3.087149 -2.676476  -0.29
97 N -4.481185 -2.327289 -2.396846  -0.17
98 C -3.266505 -3.152019 -2.457736  -0.26
99 C -3.099245 -3.959009 -3.762456  -0.09
100 C -4.527025 -1.720239 -1.043776  -0.23
101 C -3.318755 -0.768009 -0.777716  -0.08
102 H -7.272345 -2.183709 -1.589376  0.06
103 H -7.785915 -2.921989 -3.099706  0.07
104 H -6.912255 -1.353619 -3.135286  0.08
105 H -5.781605 -3.951289 -2.017496  0.11
106 H -5.640375 -3.593909 -3.639836  0.10
107 H -2.337445 -2.596739 -2.328796  0.09
108 H -3.336355 -3.867139 -1.638096  0.11
109 H -3.106935 -3.356479 -4.670756  0.08
110 H -2.250405 -4.630109 -3.631326  0.07
111 H -3.905735 -4.687869 -3.842776  0.05
112 H -4.737885 -2.473299 -0.284476  0.10
113 H -5.433855 -1.133609 -0.896726  0.10
114 H -3.430795 -0.285639 0.193294  0.05
115 H -3.298055 0.035221 -1.514256  0.08
116 H -2.354155 -1.275469 -0.788616  0.03

Cartesian forces, eV/Å:
Cd -0.92 -2.43 -6.51
B -2.09 1.78 4.16
F 1.23 -3.19 2.71
F -3.49 0.58 -0.48
F 0.26 0.06 -0.26
F 2.66 4.16 0.32
C -0.20 -1.87 0.19
C -0.07 1.13 -0.66
N 0.45 -1.35 1.03
C -0.55 0.24 -1.00
C -0.23 -0.22 0.38
C -0.37 -0.56 -0.47
C -0.92 0.77 -0.21
H 0.05 -0.16 -0.02
H 0.05 0.22 0.18
H -0.21 -0.27 0.05
H 0.41 0.36 0.15
H -0.09 0.77 -0.02
H 0.05 0.25 -0.21
H 0.32 0.29 0.13
H -0.29 -0.25 0.29
H 0.19 0.18 0.30
H 0.07 0.23 0.14
H 0.57 0.52 0.14
H 0.90 -0.28 -0.31
H -0.09 0.05 -0.01
H -0.15 0.13 -0.01
H 0.05 -0.17 -0.05
C -0.19 1.85 0.98
C -0.41 -0.27 0.16
N 0.48 -0.50 -0.94
C 0.25 -0.42 -0.15
C 0.01 -0.31 0.13
C 0.63 -0.25 0.27
C -0.53 0.17 0.16
H 0.29 -0.88 -0.36
H 0.55 0.15 -0.26
H -0.09 -0.33 0.39
H -0.03 0.45 -0.14
H -0.96 -0.06 0.39
H -0.22 0.20 -0.14
H 0.25 0.31 -0.18
H 0.09 -0.04 0.06
H 0.11 -0.01 0.01
H -0.13 -0.18 0.09
H 0.11 -0.17 0.05
H -0.36 0.43 0.08
H 0.30 0.35 -0.34
H -0.08 -0.24 -0.22
H -0.04 -0.27 -0.02
C -0.40 -0.93 -0.25
C 1.25 0.93 0.24
N -0.09 -1.14 -1.73
C 2.20 -1.41 1.16
C -0.29 0.43 0.45
C -0.23 0.42 1.00
C 0.86 -0.02 -0.24
H 0.13 0.19 0.08
H -0.15 -0.01 -0.56
H -0.16 -0.17 0.08
H -0.40 0.53 -0.10
H 0.05 -0.29 0.29
H -0.88 0.91 -0.06
H -0.34 0.48 0.10
H -0.40 0.15 0.24
H 0.18 -0.09 -0.07
H -0.20 0.19 -0.27
H -0.22 -0.07 0.19
H -0.14 -0.06 -0.51
H -0.10 0.16 0.30
H -0.05 -0.27 -0.23
H -0.66 0.07 -0.06
C 1.15 -1.15 0.51
C -0.55 1.88 -1.87
N 2.07 -1.18 -0.35
C -0.26 0.88 1.36
C 0.87 -0.37 -0.03
C -0.32 0.01 0.75
C -0.59 -0.86 -0.36
H -0.10 0.42 0.02
H 0.11 0.44 -0.15
H -0.22 -0.36 -0.09
H -0.60 -0.51 0.24
H 0.46 0.14 0.53
H -0.04 0.08 -0.58
H -0.26 -0.51 -0.15
H -0.34 -0.17 0.30
H 0.73 -0.08 0.03
H -0.17 -0.24 -0.26
H 0.34 0.38 0.00
H -0.21 -0.27 0.10
H 0.12 -0.15 -0.15
H 0.07 0.17 0.25
H 0.15 0.54 -0.10
C 0.36 -0.02 0.56
C 0.25 -0.62 -0.54
N 0.24 0.76 0.44
C -0.41 -0.70 -1.02
C -0.79 -0.51 0.89
C 0.00 0.96 -0.56
C -0.75 -0.69 0.17
H -0.29 0.34 -0.08
H 0.00 0.12 -0.06
H -0.10 -0.03 0.00
H -0.02 -0.28 0.73
H 0.37 0.48 -0.28
H -0.39 0.42 0.13
H 0.27 -0.42 0.37
H 0.39 0.00 0.12
H 0.50 0.47 -0.39
H -0.27 0.13 -0.17
H 0.88 -0.64 0.40
H -0.07 0.41 -0.68
H 0.01 -0.11 0.11
H -0.05 -0.14 -0.19
H -0.12 0.06 0.07